ORCA calculation (the ωB97M-V functional and the def2-TZVPD basis) on a 5-piece molecular cluster, C21H33F12O10PS overall.

```
78
Properties=species:S:1:pos:R:3:mulliken_charge:R:1
C -0.83841 -3.22195 6.97643 -0.689
C -0.67570 -4.50970 5.92205 -0.442
C -0.78916 -3.88856 4.40946 -0.162
O 0.46092 -3.88268 3.63705 -0.583
P 1.48535 -2.53168 4.02370 0.302
S 2.87978 -0.92412 4.43513 -0.411
C 0.44631 -1.27273 3.03607 -0.252
C -0.46800 -0.25418 3.98479 -0.011
O 0.02255 0.73717 4.73235 -0.456
H -1.93288 -3.10078 7.37266 0.303
H -0.07699 -3.40734 7.87640 0.255
H -0.45030 -2.22660 6.44378 0.089
H 0.31808 -5.10452 6.10681 0.264
H -1.64608 -5.16614 6.10297 0.284
H -1.33134 -2.85560 4.49422 0.043
H -1.54051 -4.60038 3.81465 0.275
H 1.44624 -2.76622 5.44354 0.110
H 2.56471 -3.20958 3.29260 0.074
H 2.31907 -0.31713 5.60501 0.149
H 1.20320 -0.54792 2.46407 0.415
H -0.29544 -1.82383 2.30193 0.132
H -1.64234 -0.41366 3.96845 0.299
C 3.06739 0.15799 -2.86625 -1.151
C 1.99507 0.95407 -2.14576 -0.309
O 0.80793 0.16441 -1.97857 -0.204
C 0.80427 -0.70147 -0.91542 0.359
O 1.74017 -0.82712 -0.13108 -0.541
C -0.53211 -1.43953 -0.82802 0.867
F -0.96417 -1.89400 -2.03974 -0.235
F -1.52750 -0.64152 -0.34551 -0.270
F -0.48774 -2.52867 -0.01049 -0.258
H 2.68526 -0.23080 -3.81519 0.292
H 3.94349 0.78119 -3.06621 0.483
H 3.38483 -0.70593 -2.27420 0.357
H 1.71623 1.82413 -2.75076 0.351
H 2.35249 1.33390 -1.18186 0.321
C -1.65360 3.47921 6.42675 -1.133
C -1.88550 3.59089 4.93126 0.038
O -2.96515 4.49575 4.65484 -0.322
C -2.64820 5.82976 4.65141 0.373
O -1.52202 6.26682 4.86951 -0.508
C -3.87397 6.67245 4.29696 0.824
F -4.99864 6.27184 4.95734 -0.237
F -4.17214 6.60919 2.96748 -0.244
F -3.71558 7.99392 4.58881 -0.237
H -2.57858 3.19742 6.93927 0.313
H -0.88622 2.73117 6.64468 0.344
H -1.33465 4.43623 6.85103 0.337
H -2.17904 2.61348 4.53217 0.125
H -0.97467 3.89379 4.40235 0.309
C 2.41990 -6.08842 -5.53070 -1.088
C 1.55751 -4.83983 -5.52493 -0.224
O 2.34631 -3.68396 -5.20467 -0.243
C 3.05056 -3.12818 -6.24158 0.250
O 3.03752 -3.56317 -7.38940 -0.522
C 3.80372 -1.88257 -5.77305 0.982
F 4.43857 -2.06751 -4.57964 -0.256
F 2.97150 -0.81609 -5.59852 -0.274
F 4.76279 -1.47686 -6.65175 -0.251
H 2.95077 -6.19344 -4.57947 0.301
H 1.80876 -6.98024 -5.69527 0.370
H 3.18124 -6.04076 -6.31538 0.310
H 0.79093 -4.92780 -4.74686 0.303
H 1.03402 -4.70558 -6.47836 0.316
C -2.78543 2.35375 -3.81791 -1.064
C -2.38149 2.14007 -5.26494 -0.184
O -2.03859 3.38991 -5.88232 -0.313
C -0.76721 3.84822 -5.65080 0.392
O 0.05877 3.25776 -4.96088 -0.515
C -0.52223 5.15660 -6.40341 0.841
F -1.56146 6.03328 -6.28979 -0.238
F -0.34250 4.95284 -7.74005 -0.249
F 0.58336 5.82357 -5.96825 -0.235
H -3.59141 3.09081 -3.74854 0.325
H -3.12355 1.41615 -3.36790 0.362
H -1.95005 2.74041 -3.22607 0.273
H -3.22937 1.73017 -5.82516 0.318
H -1.55966 1.42042 -5.35329 0.284
```

Properties
largest force on an atom	7.882	eV Å⁻¹
E_HOMO	-0.322	Eh
ΔE to the lowest compared entry with this formula, charge and spin	259.60	kJ/mol
calculated total energy	-95517.3345	eV
SMILES string	CCCO[PH2](S)CC=O.CCOC(=O)C(F)(F)F.CCOC(=O)C(F)(F)F.CCOC(=O)C(F)(F)F.CCOC(=O)C(F)(F)F

---

ORCA calculation (the ωB97M-V functional and the def2-TZVPD basis) on a 7-piece molecular cluster, C22H63ClNO11P2S2 overall.

```
102
Properties=species:S:1:pos:R:3:mulliken_charge:R:1
N 5.00819 -1.83386 2.03801 -0.933
P 3.49151 -2.01441 1.72526 0.809
O 2.66821 -0.63082 1.94599 -0.487
O 2.85346 -3.01374 2.87513 -0.548
P 3.01705 -2.98974 -0.35566 0.170
O 4.18141 -1.90410 -0.97019 -0.548
S 1.33638 -1.42035 -0.90068 -0.403
C 1.69838 -4.19180 0.39006 -1.368
C 0.46007 -3.66336 1.10836 0.382
C -0.78248 -3.63185 0.20703 -0.988
C -1.71137 -2.45105 0.50577 -0.725
S -3.35472 -2.87017 1.00655 0.962
O -3.95614 -1.78872 1.72340 -0.602
O -4.06240 -3.49421 -0.07329 -0.588
Cl -3.05206 -4.36301 2.38694 -0.230
H 5.29009 -0.87430 2.18760 0.245
H 1.71866 -0.73971 1.80738 0.239
H 3.60404 -3.56721 3.14442 0.300
H 2.80951 -3.54047 -1.66206 0.013
H 4.04816 -3.93378 -0.04383 0.028
H 3.72662 -1.38430 -1.64824 0.299
H 1.92832 -0.24421 -0.65008 -0.007
H 1.38905 -4.84023 -0.43858 0.551
H 2.26578 -4.81544 1.08096 0.428
H 0.24487 -4.29902 1.97299 0.400
H 0.64029 -2.66668 1.51342 -0.333
H -1.31188 -4.58508 0.26835 0.633
H -0.46847 -3.52753 -0.83015 0.424
H -1.33241 -1.81209 1.30115 0.373
H -1.90527 -1.85313 -0.38761 0.347
C -7.13839 -4.19107 -3.03756 -1.250
C -5.86092 -4.93407 -3.40321 0.444
C -5.90811 -6.38654 -2.94839 -1.223
O -4.72345 -4.27603 -2.87045 -0.470
H -7.26585 -4.18051 -1.95152 0.301
H -7.08695 -3.15761 -3.38001 0.313
H -8.01621 -4.66515 -3.48117 0.378
H -5.72341 -4.90142 -4.48708 0.318
H -6.00429 -6.43304 -1.85973 0.265
H -4.98878 -6.90128 -3.22763 0.305
H -6.75518 -6.91576 -3.38948 0.398
H -4.79767 -4.27100 -1.90668 0.374
C 1.85646 4.10768 -1.66303 -1.258
C 2.88419 3.33982 -0.84734 1.274
C 4.29830 3.81880 -1.13382 -1.324
O 2.77111 1.93882 -1.07400 -0.237
H 2.02899 3.96343 -2.73211 0.178
H 0.84883 3.75663 -1.43522 0.372
H 1.90906 5.17884 -1.45617 0.365
H 2.67974 3.46359 0.21608 -0.686
H 4.53790 3.66311 -2.19110 0.414
H 5.01633 3.25687 -0.53670 0.307
H 4.40768 4.87910 -0.90273 0.327
H 2.95832 1.75966 -2.00227 0.240
C 2.18353 7.41517 -5.90071 -1.380
C 2.90067 6.16431 -5.41724 0.575
C 3.80478 5.57805 -6.48985 -1.331
O 1.96770 5.19287 -4.95454 -0.507
H 1.54715 7.17628 -6.75800 0.356
H 1.55057 7.82036 -5.11149 0.331
H 2.89379 8.18380 -6.20936 0.371
H 3.49772 6.40797 -4.53578 0.244
H 3.21331 5.28803 -7.36337 0.344
H 4.31324 4.69002 -6.11557 0.321
H 4.55556 6.30081 -6.81297 0.376
H 1.40840 4.93229 -5.69475 0.307
C 2.39273 3.55277 3.37609 -1.096
C 3.76226 4.12757 3.06165 0.490
C 4.40924 4.75920 4.28382 -1.400
O 3.67309 5.07921 1.99808 -0.477
H 1.72607 4.35477 3.71149 0.175
H 1.95789 3.09296 2.48849 0.260
H 2.44644 2.79830 4.16160 0.420
H 4.40637 3.33499 2.67649 0.307
H 3.78836 5.58112 4.65306 0.316
H 5.39192 5.15883 4.03214 0.328
H 4.52355 4.03090 5.08794 0.385
H 3.11396 5.80697 2.29364 0.305
C -4.09682 -8.36903 0.69303 -1.105
C -3.88252 -9.21525 1.93663 0.337
C -5.12670 -9.25395 2.81136 -1.209
O -2.75742 -8.75311 2.67881 -0.537
H -4.32356 -7.33706 0.97741 0.237
H -3.19882 -8.35528 0.07594 0.339
H -4.92758 -8.74757 0.09494 0.367
H -3.61597 -10.23352 1.64442 0.280
H -5.37983 -8.24417 3.14695 0.296
H -4.95508 -9.87146 3.69314 0.320
H -5.98244 -9.65352 2.26460 0.354
H -2.92952 -7.84334 2.94721 0.333
C -1.21141 7.37551 1.98697 -1.381
C -0.94574 6.34854 3.07549 0.641
C -2.21738 5.94819 3.80464 -1.389
O 0.02825 6.84097 3.99994 -0.542
H -1.62831 8.28795 2.42433 0.361
H -0.28566 7.63725 1.47483 0.313
H -1.92049 6.99584 1.25035 0.371
H -0.48778 5.46170 2.63345 0.253
H -2.66261 6.82133 4.29162 0.347
H -1.99868 5.20651 4.57230 0.327
H -2.95271 5.53026 3.11613 0.375
H -0.34006 7.62711 4.41763 0.326
```

Properties
largest force on an atom	0.962	eV Å⁻¹
total charge	-1
E_HOMO	-0.156	Eh
calculated total energy	-100620.7264	eV

---

Q: Which of these has the highest largest force on an atom?
A: C21H33F12O10PS

---

Q: Among the records above, which one has the lowest E_HOMO?
A: C21H33F12O10PS